[1]
Molecular formula: C22H66O13
Method: DFT, wB97M-V/def2-TZVPD

Structure (ORCA input):
```
! wB97M-V def2-TZVPD RIJCOSX def2/J DEFGRID3
* xyz 0 1
C -3.99297 -0.29791 -4.91120
C -2.79738 0.14637 -4.09022
O -1.82869 -0.87584 -3.93017
O -4.59655 -1.40393 -4.34587
H -3.69123 -0.52990 -5.96319
H -4.73636 0.48523 -4.92470
H -3.14875 0.48699 -3.11118
H -2.34451 0.96320 -4.63599
H -1.44992 -0.83164 -3.05817
H -3.86559 -2.01954 -4.23040
C -0.04447 0.64667 -0.73796
C -0.00800 0.84545 0.81074
O -1.15101 1.34865 1.37245
O -1.05588 -0.35752 -1.07796
H 0.93451 0.23973 -1.00695
H -0.35810 1.54838 -1.26702
H 0.82218 1.55941 1.01306
H 0.24965 -0.14372 1.27558
H -1.40278 2.18717 0.99354
H -0.64402 -1.20907 -0.87546
C 1.29893 1.42969 4.23113
C 2.63986 2.10973 3.98426
O 3.58836 1.03758 3.59088
H 0.93742 0.82876 3.40503
H 0.56479 2.21370 4.43284
H 1.21637 0.81239 5.13210
H 3.06243 2.56811 4.87418
H 2.65930 2.74290 3.09179
H 4.37597 1.57854 3.38731
C 3.01709 2.66062 0.23724
C 4.35230 3.37077 0.09876
O 4.29968 4.39400 -0.85236
H 3.15423 1.71428 0.78798
H 2.67483 2.28174 -0.72684
H 2.26226 3.25347 0.75372
H 5.17871 2.75059 -0.23884
H 4.64672 3.73472 1.07937
H 3.67673 5.10031 -0.65463
C -5.47852 0.61324 -1.09306
C -4.65792 0.29618 0.12550
O -5.03149 -0.91757 0.75113
H -5.28500 -0.16547 -1.84802
H -5.12863 1.55516 -1.50301
H -6.55386 0.74454 -0.93298
H -4.76466 1.15070 0.86358
H -3.59586 0.17158 -0.15879
H -4.36812 -1.15814 1.38447
C -0.66294 4.42182 -2.00360
C -1.97527 4.18739 -1.26775
O -1.66757 3.78221 0.09762
H -0.00397 3.57377 -1.74890
H -0.14095 5.33390 -1.64956
H -0.83737 4.46649 -3.04898
H -2.47088 3.27176 -1.64532
H -2.66804 5.03957 -1.32603
H -1.59559 4.57887 0.65163
C -3.41447 -1.33718 4.58490
C -2.77128 -0.34151 3.66431
O -2.47995 -0.91086 2.40561
H -3.85410 -0.89607 5.46460
H -2.65757 -2.07729 4.81037
H -4.27248 -1.82350 4.12855
H -1.82461 -0.03753 4.13429
H -3.39472 0.51739 3.50887
H -2.24690 -0.18048 1.79518
C 4.37842 -2.75212 1.99489
C 4.01794 -1.50046 1.25859
O 2.75708 -1.03527 1.76529
H 4.35332 -2.61862 3.08966
H 5.35301 -3.13652 1.76206
H 3.65614 -3.47835 1.72437
H 3.83182 -1.70870 0.20664
H 4.72791 -0.69156 1.33719
H 2.86861 -0.55662 2.59421
C 1.08930 -3.15745 -2.42662
C 0.98057 -3.43184 -0.96165
O 0.85635 -2.15939 -0.29464
H 2.04389 -2.64496 -2.62706
H 0.27366 -2.57169 -2.86926
H 1.10302 -4.08451 -2.98331
H 1.87807 -3.96338 -0.61106
H 0.14057 -4.12843 -0.72070
H 1.16949 -2.22537 0.60923
C -3.03025 -3.44444 -0.46836
C -3.03096 -4.11475 0.91569
O -1.85978 -3.66005 1.65711
H -3.82376 -3.61704 -1.20508
H -2.11288 -3.74084 -0.96676
H -3.01515 -2.33923 -0.28220
H -2.89139 -5.17260 0.86921
H -3.93459 -3.95132 1.49608
H -1.99210 -2.73994 1.88872
C 5.79753 -0.75220 -1.88524
C 4.44388 -0.36125 -2.61014
O 4.11362 0.98539 -2.33152
H 5.61958 -0.59892 -0.82780
H 6.60966 -0.15693 -2.28269
H 6.01827 -1.80522 -2.17313
H 3.65903 -0.97760 -2.22102
H 4.50087 -0.50149 -3.71102
H 4.75590 1.56462 -2.76717
*
```

## Properties
* Kohn-Sham gap: 0.3534 Ha
* highest occupied orbital energy: -9.40 eV
* ΔE to the lowest compared entry with this formula, charge and spin: 0.000 eV
* lowest unoccupied orbital energy: 0.2167 eV
* SMILES: OCCO.OCCO.CCO.CCO.CCO.CCO.CCO.CCO.CCO.CCO.CCO

=====

[2]
Molecular formula: C22H68INO28P8
Method: DFT, wB97M-V/def2-TZVPD

Structure (ORCA input):
```
! wB97M-V def2-TZVPD RIJCOSX def2/J DEFGRID3
* xyz 0 1
N -1.07642 6.13509 0.35917
C -0.72394 5.19385 1.44364
P -1.43642 3.52088 0.96773
I 0.23887 1.84006 1.58128
H -0.86394 5.63748 -0.49918
H -2.07658 6.29917 0.38843
H 0.36431 5.10827 1.47311
H -1.10999 5.58273 2.38599
H -2.53820 3.31539 1.84454
C -5.84836 7.68605 4.72459
O -5.58475 6.84120 3.58178
P -5.43576 5.20361 3.94142
O -4.69340 4.78676 2.72366
O -7.04349 4.97853 3.78950
C -7.69356 5.38743 2.59048
O -5.31425 3.79631 4.81589
C -6.13738 3.63295 5.98775
H -5.98078 8.71068 4.38371
H -6.75718 7.35997 5.23958
H -5.00111 7.64914 5.41067
H -7.01028 5.39802 1.74179
H -8.12415 6.38066 2.72712
H -8.50093 4.68542 2.39069
H -7.14814 3.35022 5.69798
H -6.16523 4.54455 6.58294
H -5.71007 2.83462 6.59128
C 2.01564 -4.26692 -1.97452
O 3.00732 -3.55405 -2.74031
P 2.77125 -1.86553 -2.84027
O 3.64684 -1.78211 -4.05721
O 3.64389 -1.66118 -1.47441
C 4.88304 -2.36686 -1.33770
O 2.45220 -0.22121 -2.83833
C 1.84731 0.36332 -1.66231
H 2.30533 -5.31453 -1.93055
H 1.95675 -3.87069 -0.95587
H 1.03792 -4.19046 -2.45478
H 5.31887 -2.61492 -2.30510
H 4.70984 -3.27840 -0.76577
H 5.58081 -1.74218 -0.78395
H 2.58951 0.51617 -0.88041
H 1.04169 -0.26766 -1.29034
H 1.43142 1.32940 -1.94196
C -7.10581 12.61462 -0.10679
O -6.59307 13.12451 1.13981
P -5.74724 12.03516 2.10624
O -5.86676 12.75093 3.40009
O -4.33623 12.34807 1.35612
C -3.87706 13.69377 1.27548
O -5.16266 10.57998 2.66354
C -4.64178 9.66366 1.67386
H -7.56647 13.43785 -0.64720
H -6.29805 12.19709 -0.71568
H -7.86040 11.84854 0.07800
H -4.27294 14.30667 2.08458
H -4.16641 14.12306 0.31511
H -2.79037 13.68101 1.33481
H -3.63312 9.95363 1.38412
H -5.28782 9.64001 0.79686
H -4.60306 8.66476 2.10617
C 3.78987 -7.07557 4.15054
O 4.73515 -6.40230 3.29473
P 4.39059 -4.78498 2.92193
O 5.28766 -4.74155 1.72666
O 5.17643 -4.32119 4.28205
C 6.47353 -4.83772 4.54754
O 3.84060 -3.22023 2.72683
C 3.09666 -2.59197 3.78656
H 4.16894 -8.07470 4.35580
H 3.67045 -6.53718 5.09552
H 2.82224 -7.16055 3.65465
H 6.98922 -5.13077 3.63339
H 6.39764 -5.69702 5.21657
H 7.04799 -4.05979 5.04865
H 3.77127 -2.24231 4.56744
H 2.36988 -3.28397 4.20672
H 2.57416 -1.73179 3.36881
C -0.30502 -6.85103 8.19785
O 0.71820 -6.20548 7.41366
P 0.45532 -4.58852 7.01762
O 1.38630 -4.50345 5.86364
O 1.13910 -4.11245 8.41947
C 2.44398 -4.57791 8.75400
O -0.26346 -3.09777 6.87540
C -1.07428 -2.60805 7.96204
H 0.02916 -7.85938 8.42877
H -0.47431 -6.30912 9.13316
H -1.23612 -6.90924 7.63282
H 3.02288 -4.83563 7.86741
H 2.36694 -5.44814 9.40736
H 2.95430 -3.78369 9.29538
H -0.43937 -2.21124 8.75236
H -1.71605 -3.39171 8.36207
H -1.70049 -1.80475 7.57935
C 3.49574 -4.73089 -5.74480
O 3.60938 -4.33790 -7.13180
P 5.11894 -3.72642 -7.60287
O 4.56489 -3.05477 -8.81757
O 5.62240 -5.24814 -7.95486
C 4.78841 -6.09460 -8.73457
O 6.69591 -3.22430 -7.85934
C 7.75839 -3.85273 -7.11880
H 2.50692 -5.15768 -5.58223
H 4.25472 -5.48252 -5.49981
H 3.61921 -3.86140 -5.10408
H 4.12164 -5.52372 -9.38050
H 4.20017 -6.73828 -8.07796
H 5.43068 -6.72341 -9.34967
H 8.00781 -4.81453 -7.56508
H 7.48535 -3.99045 -6.07342
H 8.63309 -3.20652 -7.16875
C -2.32831 -3.66144 -6.92731
O -2.57669 -3.40192 -8.31944
P -1.24319 -2.92874 -9.24103
O -1.97324 -2.29039 -10.36373
O -0.82957 -4.47661 -9.55510
C -1.79342 -5.34562 -10.13409
O 0.29069 -2.41046 -9.57901
C 1.40454 -3.01849 -8.87571
H -3.25249 -4.01603 -6.47614
H -1.55676 -4.42925 -6.80812
H -2.01693 -2.74638 -6.41978
H -2.54196 -4.79819 -10.70653
H -2.28416 -5.92535 -9.34955
H -1.27030 -6.03403 -10.79605
H 1.64830 -3.98287 -9.31692
H 1.17229 -3.14052 -7.81881
H 2.26892 -2.36881 -8.97024
*
```

## Properties
* Kohn-Sham gap: 0.2353 Ha
* highest occupied orbital energy: -8.60 eV
* lowest unoccupied orbital energy: -2.1993 eV
* SMILES: COP(=O)(OC)OC.COP(=O)(OC)OC.COP(=O)(OC)OC.COP(=O)(OC)OC.COP(=O)(OC)OC.COP(=O)(OC)OC.COP(=O)(OC)OC.NCPI